Entry 1:
The following is a quantum chemistry calculation of the molecule C4H7NO, from the Open Molecules 2025 dataset.

The geometry in XYZ format:
```
13
C4H7NO (ωB97M-V/def2-TZVPD)
O -0.4579 0.5642 2.2749
N -0.8806 -0.2252 1.2281
C -0.2922 0.0573 0.1267
C 0.7987 1.0796 -0.0323
C 0.3924 -1.7739 -0.9742
C -0.7384 -0.8160 -1.0522
H -0.9357 0.1854 3.0252
H 0.3980 2.0709 -0.2735
H 1.3639 1.1644 0.8989
H 1.2414 -1.2601 -1.4831
H 1.4772 0.7893 -0.8378
H -0.8311 -0.1981 -1.9576
H -1.6953 -1.2713 -0.7893
```

Kohn-Sham gap = 8.313 eV
E_HOMO = -8.8 eV
multiplicity = 1


Entry 2:
The following is a quantum chemistry calculation of a cluster of 2 separate species, C4H7NO in total, from the Open Molecules 2025 dataset.

The geometry in XYZ format:
```
13
C4H7NO (ωB97M-V/def2-TZVPD)
O -2.6170 -0.6170 1.6418
C -1.4611 -0.5596 1.2608
C -0.9302 0.4714 0.4091
N 0.3446 0.4348 0.0763
C 1.3895 0.7681 -0.6037
C 1.5437 -0.3824 0.2959
H -0.7211 -1.3359 1.5626
H -1.5230 1.3028 0.0546
H -1.0124 -0.1078 -2.3359
H 1.8054 1.6635 -1.0252
H -0.3078 0.0539 -2.5252
H 1.4919 -1.3978 -0.0954
H 1.9977 -0.2939 1.2843
```

Kohn-Sham gap (spin up / spin down) = 8.314 / 8.314 eV
E_HOMO (spin up / spin down) = -8.1 / -8.1 eV
multiplicity = 1


Entry 3:
The following is a quantum chemistry calculation of the molecule C4H7NO in a non-equilibrium geometry, from the Open Molecules 2025 dataset.

The geometry in XYZ format:
```
13
C4H7NO (ωB97M-V/def2-TZVPD)
C -1.7129 0.4617 -0.2361
N -0.3824 -0.1451 -0.1922
C -0.2401 -1.4871 -0.1082
C 2.0348 0.3965 0.2132
C 0.6673 0.7028 -0.1144
O 0.7396 1.8419 0.4588
H -1.8206 1.0903 0.6547
H -1.8397 1.0800 -1.1272
H -2.4597 -0.3334 -0.2070
H -0.9228 -2.1278 -0.6640
H 0.6895 -1.8452 0.3197
H 2.2495 0.3318 1.2770
H 2.8707 0.5608 -0.4616
```

Kohn-Sham gap (spin up / spin down) = 8.298 / 6.957 eV
E_HOMO (spin up / spin down) = -7.6 / -7.1 eV
multiplicity = 1


Entry 4:
The following is a quantum chemistry calculation of a cluster of 2 separate species, C4H7NO in total, from the Open Molecules 2025 dataset.

The geometry in XYZ format:
```
13
C4H7NO (ωB97M-V/def2-TZVPD)
N -2.0174 0.8819 -0.8418
C -0.8834 0.3591 -0.9532
O -0.3150 -0.2730 0.1209
C 1.0122 -0.6714 0.0411
C 1.9850 0.1534 -0.3112
C -0.8929 -0.8599 1.9103
H -2.3080 1.2671 -1.7383
H -0.2380 0.3028 -1.8362
H 1.1194 -1.7008 0.3599
H 3.0058 -0.2085 -0.3435
H 1.8017 1.1997 -0.5391
H -1.9154 -0.4554 1.7751
H -0.3542 0.0052 2.3558
```

Kohn-Sham gap = 9.180 eV
E_HOMO = -8.4 eV
multiplicity = 1


Ordered energy above the lowest of the compared OMol25 structures with the same formula, charge and spin results: 603.50, 511.86, 520.25, 614.37; unit kJ/mol.